[1]
{"formula": "C4H12O3", "method": "the ωB97M-V functional and the def2-TZVPD basis", "gap_ev": 10.73, "max_force_ha_per_bohr": 0.0136, "smiles": "OCCCCO.O", "e_tot_ha": -385.29517, "elements": ["O", "C", "C", "C", "C", "O", "H", "H", "H", "H", "H", "H", "H", "H", "H", "H", "O", "H", "H"], "coordinates": [[-1.585, 0.017, -2.526], [-0.648, -0.219, -1.472], [-1.269, -0.044, -0.083], [-0.442, 0.697, 0.951], [0.624, -0.190, 1.610], [0.037, -1.045, 2.600], [-2.121, -0.777, -2.604], [-0.207, -1.205, -1.619], [0.156, 0.506, -1.629], [-1.601, -1.021, 0.270], [-2.202, 0.484, -0.241], [-1.139, 1.038, 1.724], [0.017, 1.579, 0.503], [1.452, 0.378, 2.040], [1.054, -0.844, 0.859], [-0.098, -0.537, 3.410], [2.739, 0.539, -0.910], [3.638, 0.905, -0.917], [2.279, 1.025, -1.601]], "forces_ev_per_angstrom": [[0.0, -0.1, 0.1], [0.3, 0.2, -0.2], [-0.4, -0.3, -0.5], [0.1, -0.4, 0.3], [-0.4, 0.1, 0.1], [0.1, 0.1, 0.0], [-0.1, 0.1, -0.1], [0.1, -0.1, 0.2], [-0.2, 0.0, 0.1], [0.2, -0.1, 0.4], [-0.2, 0.4, -0.1], [0.2, 0.1, 0.1], [0.0, 0.1, -0.1], [-0.1, 0.1, 0.0], [0.1, -0.2, -0.1], [0.0, -0.1, -0.2], [0.4, 0.2, 0.0], [-0.3, -0.2, 0.0], [0.0, 0.0, 0.0]]}


[2]
{"formula": "C4H12O3", "method": "the ωB97M-V functional and the def2-TZVPD basis", "gap_ev": 10.77, "max_force_ha_per_bohr": 0.0155, "smiles": "C[C@H](O)CCO.O", "e_tot_ha": -385.30877, "elements": ["C", "C", "O", "C", "C", "O", "H", "H", "H", "H", "H", "H", "H", "H", "H", "H", "O", "H", "H"], "coordinates": [[-1.879, 0.959, 1.057], [-0.761, 0.967, 0.042], [-1.089, 0.143, -1.091], [0.547, 0.468, 0.617], [1.612, 0.305, -0.468], [2.880, 0.040, 0.099], [-2.811, 1.281, 0.599], [-1.649, 1.669, 1.853], [-2.047, -0.042, 1.469], [-0.638, 1.993, -0.335], [-2.027, -0.077, -1.071], [0.882, 1.143, 1.409], [0.358, -0.499, 1.074], [1.228, -0.502, -1.094], [1.666, 1.168, -1.147], [3.193, -0.785, -0.288], [0.553, -2.762, -1.001], [-0.047, -1.990, -1.094], [0.030, -3.478, -0.632]], "forces_ev_per_angstrom": [[-0.1, 0.0, 0.1], [-0.1, 0.2, -0.2], [-0.1, -0.4, 0.0], [0.2, 0.3, -0.2], [-0.8, 0.1, -0.1], [0.0, -0.4, -0.2], [-0.2, 0.1, -0.1], [-0.1, -0.2, 0.1], [0.2, 0.1, 0.1], [0.1, -0.1, 0.0], [0.1, 0.2, 0.0], [0.1, 0.1, -0.1], [0.1, -0.3, 0.1], [0.6, -0.1, -0.1], [0.0, 0.2, 0.4], [0.1, 0.1, 0.2], [-0.3, 0.7, -0.1], [0.3, -0.7, 0.1], [-0.1, 0.1, 0.0]]}


[3]
{"formula": "C4H12O4", "method": "the ωB97M-V functional and the def2-TZVPD basis", "gap_ev": 9.93, "max_force_ha_per_bohr": 0.0370, "smiles": "O=CCCCO.O.O", "e_tot_ha": -460.54174, "elements": ["O", "C", "C", "C", "C", "O", "H", "H", "H", "H", "H", "H", "H", "H", "O", "H", "H", "O", "H", "H"], "coordinates": [[1.554, -1.711, -0.715], [2.177, -0.695, -0.514], [1.661, 0.392, 0.394], [0.422, -0.092, 1.170], [-0.438, 1.079, 1.701], [-1.804, 0.706, 1.743], [3.124, -0.505, -1.043], [2.512, 0.710, 0.999], [1.224, 1.214, -0.178], [-0.202, -0.721, 0.543], [0.696, -0.699, 2.036], [-0.373, 1.964, 1.053], [-0.140, 1.343, 2.715], [-2.171, 0.701, 0.836], [-2.216, 0.699, -0.753], [-1.508, 0.304, -1.317], [-3.026, 0.251, -0.864], [-0.272, -0.571, -2.370], [-0.767, -1.159, -2.960], [0.224, -1.159, -1.792]], "forces_ev_per_angstrom": [[0.5, -0.3, -0.2], [-0.5, 0.5, 0.0], [-0.9, -0.9, 0.2], [0.3, 0.5, 0.9], [-0.8, -0.5, -0.8], [-0.1, -0.1, 1.3], [0.2, -0.1, 0.1], [-0.2, 0.4, 0.1], [0.9, 0.3, -0.5], [0.0, 0.1, -0.1], [0.1, -0.2, -0.2], [0.4, 0.0, 0.1], [0.0, 0.2, 0.0], [0.8, 0.1, 0.3], [1.5, 1.0, -0.6], [-0.6, -0.1, 0.2], [-1.2, -1.0, -0.6], [-0.7, 0.1, -0.5], [0.2, 0.3, 0.1], [0.2, -0.3, 0.2]]}


[4]
{"formula": "C4H12O4", "method": "the ωB97M-V functional and the def2-TZVPD basis", "gap_ev": 4.11, "max_force_ha_per_bohr": 0.0982, "e_tot_ha": -460.39028, "elements": ["C", "C", "C", "C", "O", "H", "H", "H", "H", "H", "H", "H", "H", "O", "H", "H", "O", "H", "H", "O"], "coordinates": [[1.646, -0.974, -1.717], [2.214, -1.087, -0.339], [1.876, -0.121, 0.659], [1.171, 1.057, 0.485], [0.768, 1.867, 1.633], [1.028, -1.811, -1.992], [2.436, -0.804, -2.550], [2.844, -1.883, -0.004], [2.180, -0.404, 1.676], [0.939, 1.515, -0.411], [-0.153, 1.585, 1.812], [-2.043, 0.214, -0.876], [1.056, -0.096, -1.731], [-1.336, 0.456, -1.532], [-2.044, -0.298, 2.993], [-2.325, 0.060, 1.433], [-1.697, 0.189, 2.176], [-3.770, -0.674, 0.141], [-1.649, 1.235, -2.005], [-3.143, -0.024, 0.149]], "forces_ev_per_angstrom": [[2.2, 0.6, -0.5], [-1.6, 2.8, 0.3], [0.9, -1.8, -0.2], [-0.9, 1.2, 4.8], [1.8, -2.7, -3.6], [-0.2, -0.5, 0.0], [-0.9, -0.7, 1.5], [0.2, -0.6, -0.1], [-0.3, 0.5, -0.3], [-0.6, 0.6, -1.9], [-0.8, -0.4, 0.4], [-1.3, -0.3, 0.8], [-1.0, 0.6, -0.3], [1.7, 0.5, -0.9], [0.7, 1.2, -2.0], [-1.5, -0.3, -1.6], [1.3, -0.4, 3.5], [-2.4, -2.6, -0.2], [-0.2, -0.2, 0.2], [2.6, 2.6, 0.2]]}


[5]
{"formula": "C4H12OP2", "method": "the ωB97M-V functional and the def2-TZVPD basis", "gap_ev": 8.48, "max_force_ha_per_bohr": 0.1168, "smiles": "CP(C)C.CP=O", "e_tot_ha": -917.49459, "elements": ["C", "P", "C", "C", "H", "H", "H", "H", "H", "H", "H", "H", "H", "C", "P", "O", "H", "H", "H"], "coordinates": [[-0.813, 1.073, 1.890], [0.018, 0.256, 0.436], [-0.047, 1.661, -0.608], [1.793, 0.213, 1.145], [-1.828, 0.916, 2.083], [-0.280, 1.098, 2.903], [-0.777, 2.162, 1.793], [-1.013, 1.963, -0.678], [0.663, 2.397, -0.256], [0.379, 1.389, -1.728], [2.507, -0.284, 0.545], [2.020, 1.240, 1.285], [1.657, -0.223, 2.131], [-0.199, -2.140, -2.126], [-1.804, -1.821, -1.138], [-2.377, -3.139, -0.791], [0.425, -2.861, -1.545], [0.238, -1.209, -2.304], [-0.564, -2.692, -3.037]], "forces_ev_per_angstrom": [[2.3, 1.7, 1.6], [0.3, -2.0, 2.2], [4.6, -0.9, -3.8], [-2.5, 0.4, 0.1], [-1.5, -1.0, 0.0], [-0.4, -1.1, -1.3], [0.0, 0.2, -0.8], [-2.8, 1.2, -0.4], [-0.3, 0.6, 0.2], [-1.3, 0.6, 2.6], [0.6, -0.6, -0.6], [0.7, 1.0, 0.2], [0.3, -0.3, 0.0], [-1.9, -2.6, 0.9], [0.5, 0.2, -0.7], [0.2, -0.2, 0.2], [-0.2, 0.7, -0.5], [1.0, 1.3, -0.6], [0.5, 0.7, 0.6]]}


[6]
{"formula": "C4H12OS2", "method": "the ωB97M-V functional and the def2-TZVPD basis", "gap_ev": [2.41, 7.69], "charge": -1, "s2": 0.752, "multiplicity": 2, "max_force_ha_per_bohr": 0.0374, "e_tot_ha": -1031.16620, "elements": ["C", "C", "S", "S", "C", "C", "H", "H", "H", "H", "H", "H", "H", "H", "H", "H", "H", "H", "O"], "coordinates": [[1.080, -0.706, -1.898], [1.480, -1.670, -0.776], [0.390, -1.573, 0.718], [0.720, 0.437, 1.300], [-0.776, 1.233, 0.635], [-0.793, 2.795, 0.642], [0.998, -1.209, -2.869], [1.694, 0.185, -1.911], [0.009, -0.548, -1.745], [2.513, -1.566, -0.453], [1.324, -2.698, -1.084], [-0.957, 0.881, -0.368], [-1.565, 0.858, 1.286], [-1.345, 3.030, -0.260], [0.228, 3.184, 0.636], [-1.251, 3.087, 1.576], [-3.242, -0.339, -1.912], [-2.284, 0.448, -2.828], [-2.632, 0.409, -1.939]], "forces_ev_per_angstrom": [[-1.0, -1.1, 0.2], [-0.4, 0.0, 0.2], [0.0, -1.2, -0.6], [0.7, 1.4, 0.3], [0.0, 0.2, 0.4], [0.7, -1.8, 0.3], [0.9, 0.0, -0.1], [-0.2, 0.3, -0.1], [0.2, 0.9, 0.2], [0.1, 0.1, 0.0], [0.1, -0.1, -0.1], [0.0, -0.2, -0.1], [-0.3, 0.1, -0.3], [-0.2, 0.8, 0.1], [-0.1, 0.1, -0.3], [-0.3, 0.6, 0.0], [0.2, 0.0, -0.1], [0.1, -0.2, -0.4], [-0.4, 0.1, 0.3]]}


[7]
{"formula": "C4H12OS2", "method": "the ωB97M-V functional and the def2-TZVPD basis", "gap_ev": 9.25, "max_force_ha_per_bohr": 0.0261, "smiles": "CCSCSC.O", "e_tot_ha": -1031.19281, "elements": ["C", "C", "S", "C", "S", "C", "H", "H", "H", "H", "H", "H", "H", "H", "H", "H", "O", "H", "H"], "coordinates": [[-4.071, -1.308, -1.916], [-2.583, -1.759, -2.116], [-1.463, -0.553, -2.912], [-1.792, 0.976, -1.960], [-1.526, 0.967, -0.131], [0.000, 0.000, 0.000], [-4.653, -0.956, -2.785], [-3.973, -0.476, -1.199], [-4.625, -2.128, -1.430], [-2.608, -2.696, -2.705], [-2.118, -1.989, -1.138], [-2.866, 1.235, -2.037], [-1.221, 1.735, -2.530], [0.190, -0.268, 1.053], [0.879, 0.539, -0.390], [-0.130, -0.929, -0.581], [-4.711, 2.923, -5.007], [-4.202, 3.667, -5.402], [-4.511, 2.969, -4.045]], "forces_ev_per_angstrom": [[1.0, 0.3, 0.8], [-0.9, -0.3, -0.1], [-0.5, 0.1, 0.2], [-0.4, -0.2, -0.1], [0.3, -0.2, -0.6], [0.4, -0.3, -0.2], [0.7, -0.3, 0.1], [-0.6, -0.3, -0.1], [0.2, 0.4, -0.2], [0.6, 0.6, 0.1], [-0.5, 0.0, -0.4], [0.6, -0.1, -0.1], [-0.1, -0.3, 0.6], [-0.3, 0.3, -0.4], [-0.4, -0.2, 0.2], [0.2, 0.4, 0.3], [0.7, 0.8, 0.6], [-0.5, -0.8, 0.5], [-0.2, 0.0, -1.1]]}


[8]
{"formula": "C4H12OS2", "method": "the ωB97M-V functional and the def2-TZVPD basis", "gap_ev": 7.04, "max_force_ha_per_bohr": 0.0517, "smiles": "CCSSCC.O", "e_tot_ha": -1031.08518, "elements": ["C", "C", "S", "S", "C", "C", "H", "H", "H", "H", "H", "H", "H", "H", "H", "H", "O", "H", "H"], "coordinates": [[1.307, 1.474, -0.407], [1.826, 0.526, -1.510], [0.101, -0.478, -1.884], [-1.385, -1.415, -3.003], [-1.683, -2.824, -1.764], [-1.429, -2.506, -0.287], [1.961, 1.309, 0.419], [1.582, 2.459, -0.783], [0.287, 1.564, -0.094], [2.439, 1.028, -2.281], [2.468, -0.283, -0.958], [-0.959, -3.564, -2.117], [-2.764, -3.054, -1.891], [-1.488, -3.552, 0.093], [-0.343, -2.219, -0.100], [-2.065, -1.836, 0.409], [-0.260, 4.579, 5.461], [-0.064, 4.130, 4.642], [0.468, 4.661, 6.054]], "forces_ev_per_angstrom": [[1.5, 0.9, -1.6], [0.7, -2.4, 0.9], [-0.3, 1.7, 2.0], [0.4, -0.5, -0.2], [0.0, 1.8, -0.4], [1.2, -0.8, 1.6], [0.1, -0.2, 0.9], [-0.2, 0.3, 0.1], [-0.7, -0.7, -0.2], [-0.8, -0.4, 0.1], [-1.2, 1.3, -1.6], [-0.7, -0.3, 0.4], [0.9, -0.2, -0.4], [-0.1, 0.7, 0.5], [-1.5, -0.3, -0.3], [0.6, -0.9, -1.9], [-1.7, 0.4, -0.2], [0.7, -0.1, 0.1], [1.0, -0.3, 0.1]]}


[9]
{"formula": "C4H12OS2", "method": "the ωB97M-V functional and the def2-TZVPD basis", "gap_ev": 9.26, "max_force_ha_per_bohr": 0.0278, "smiles": "CCCSSC.O", "e_tot_ha": -1031.20400, "elements": ["C", "C", "C", "S", "S", "C", "H", "H", "H", "H", "H", "H", "H", "H", "H", "H", "O", "H", "H"], "coordinates": [[1.058, 2.220, -0.703], [-0.053, 1.288, -1.147], [0.282, 0.053, -2.004], [1.863, -0.735, -1.755], [1.859, -1.124, 0.260], [0.724, -2.497, 0.444], [0.585, 3.002, -0.140], [1.742, 1.734, -0.027], [1.519, 2.697, -1.552], [-0.682, 0.992, -0.295], [-0.833, 1.859, -1.672], [-0.549, -0.623, -1.918], [0.284, 0.393, -3.037], [0.575, -2.587, 1.528], [-0.234, -2.266, -0.032], [1.013, -3.496, 0.103], [-2.933, 0.045, 3.880], [-3.552, -0.506, 3.398], [-2.669, -0.448, 4.671]], "forces_ev_per_angstrom": [[-0.8, -0.2, -0.1], [-1.1, -0.1, 0.4], [-0.4, 1.4, 0.0], [0.2, -0.3, 0.3], [0.2, 0.0, -0.3], [-0.7, -0.5, 0.3], [-0.2, 0.6, 0.4], [0.5, -0.1, -0.1], [0.6, 0.0, -0.2], [0.7, -0.3, 0.3], [0.4, 0.1, -0.5], [-0.2, -0.6, 0.0], [0.3, -0.2, -0.3], [-0.1, 0.1, -0.2], [0.1, 0.1, 0.2], [0.5, 0.4, -0.2], [0.3, 0.1, 0.3], [-0.1, -0.2, 0.1], [-0.2, 0.1, -0.4]]}


[10]
{"formula": "C4H12OS2", "method": "the ωB97M-V functional and the def2-TZVPD basis", "gap_ev": 9.16, "max_force_ha_per_bohr": 0.0464, "smiles": "CCSSCC.O", "e_tot_ha": -1031.20056, "elements": ["C", "C", "S", "S", "C", "C", "H", "H", "H", "H", "H", "H", "H", "H", "H", "H", "O", "H", "H"], "coordinates": [[1.972, 1.048, -1.279], [2.011, -0.350, -1.949], [0.538, -1.250, -2.045], [0.390, -1.929, -0.089], [-0.714, -0.664, 0.709], [-0.883, -0.996, 2.157], [2.866, 1.540, -1.674], [2.145, 0.992, -0.207], [1.092, 1.622, -1.548], [2.740, -0.960, -1.411], [2.464, -0.232, -2.938], [-0.280, 0.288, 0.416], [-1.623, -0.796, 0.132], [-1.653, -0.313, 2.531], [-0.013, -0.781, 2.772], [-1.319, -1.992, 2.221], [-2.993, 1.467, 0.420], [-2.805, 1.752, 1.304], [-3.934, 1.553, 0.478]], "forces_ev_per_angstrom": [[0.9, -0.6, -0.6], [1.9, 1.3, 0.6], [-1.5, -1.0, 0.4], [0.0, 0.1, -0.2], [0.7, -0.7, -1.8], [-0.9, 1.0, 0.0], [-0.2, 0.4, 0.1], [-0.5, -0.1, 0.1], [-0.1, 0.0, 0.1], [0.0, 0.0, 0.0], [-0.5, -0.1, -0.2], [-0.1, 0.2, 0.5], [-0.3, 0.3, 0.3], [-0.1, -0.1, 0.1], [0.2, -0.6, -0.1], [0.5, -0.2, 0.5], [0.1, -0.1, -0.1], [0.9, 0.2, 0.8], [-1.1, -0.1, -0.7]]}


[11]
{"formula": "C4H12OS2", "method": "the ωB97M-V functional and the def2-TZVPD basis", "gap_ev": [8.50, 5.49], "charge": 1, "s2": 0.755, "multiplicity": 2, "max_force_ha_per_bohr": 0.0855, "e_tot_ha": -1030.83608, "elements": ["C", "C", "C", "S", "S", "C", "H", "H", "H", "H", "H", "H", "H", "H", "H", "H", "H", "H", "O"], "coordinates": [[1.153, -0.126, -1.115], [0.601, -1.123, -2.135], [0.512, 1.360, -1.335], [-1.258, 1.037, -1.537], [-1.629, -0.108, 0.264], [-0.786, 1.156, 1.380], [1.149, -0.494, -0.073], [2.256, 0.059, -1.330], [1.562, -1.721, -2.465], [-0.074, -2.059, -1.860], [0.135, -0.735, -3.146], [0.767, 2.077, -0.475], [0.968, 1.942, -2.140], [-0.538, 0.791, 2.314], [0.252, 1.353, 1.145], [-1.205, 2.168, 1.429], [3.493, -2.878, 3.782], [3.664, -2.853, 5.328], [3.110, -2.514, 4.635]], "forces_ev_per_angstrom": [[1.1, 1.9, -0.9], [0.8, -3.5, -2.5], [1.1, -0.4, 2.3], [-0.1, -1.1, 1.9], [0.9, 3.4, -1.0], [0.6, 0.6, -1.5], [-0.5, 0.4, -0.5], [-1.3, -0.3, 0.2], [-1.9, 1.1, 0.2], [1.0, 2.4, 0.2], [1.1, -0.3, 2.1], [-0.8, -1.2, -1.0], [-0.6, -0.7, -0.7], [-0.8, -1.3, 2.3], [0.1, -0.4, -1.1], [-0.8, -0.7, -0.1], [-0.6, 0.6, 1.7], [0.4, -0.3, 0.4], [0.2, -0.3, -2.2]]}


[12]
{"formula": "C4H12OSSi", "method": "the ωB97M-V functional and the def2-TZVPD basis", "gap_ev": 8.65, "max_force_ha_per_bohr": 0.1010, "smiles": "C[Si](C)(C)O.C=S", "e_tot_ha": -922.50886, "elements": ["C", "Si", "C", "C", "O", "H", "H", "H", "H", "H", "H", "H", "H", "H", "H", "C", "S", "H", "H"], "coordinates": [[1.116, -1.270, -1.205], [-0.472, -0.335, -0.662], [-1.937, -0.490, -1.875], [-0.069, 1.550, -0.785], [-1.087, -0.733, 0.912], [0.819, -2.342, -1.452], [1.952, -0.742, -1.687], [1.632, -1.603, -0.219], [-1.419, -0.358, -2.853], [-2.362, -1.569, -1.814], [-2.799, 0.217, -1.736], [-0.080, 1.707, -1.866], [-0.943, 2.023, -0.359], [0.786, 1.813, -0.361], [-0.464, -0.378, 1.670], [1.395, 0.573, 3.630], [0.110, 1.187, 2.996], [1.796, -0.389, 3.259], [2.025, 1.138, 4.408]], "forces_ev_per_angstrom": [[-0.2, -2.1, 3.0], [-0.6, 1.2, 0.9], [-0.1, -1.8, 0.3], [-3.9, -2.9, -1.8], [2.5, 0.8, -0.2], [0.7, 1.4, -0.9], [-0.8, -0.4, -0.6], [-0.8, 0.9, -0.9], [-0.8, -0.1, 0.3], [0.7, 1.7, -0.3], [1.1, -0.5, -0.1], [0.2, 0.3, 0.0], [-0.1, 0.5, 0.2], [3.7, 1.4, 1.8], [-1.8, -0.8, -2.0], [2.8, -0.2, 1.3], [-1.5, 1.0, -0.4], [-0.1, 0.5, 0.5], [-1.0, -1.0, -1.1]]}


[13]
{"formula": "C4H12S", "method": "the ωB97M-V functional and the def2-TZVPD basis", "gap_ev": [2.04, 8.52], "charge": -1, "s2": 0.750, "multiplicity": 2, "max_force_ha_per_bohr": 0.0307, "e_tot_ha": -557.71172, "elements": ["C", "C", "H", "H", "H", "H", "H", "H", "C", "C", "S", "H", "H", "H", "H", "H", "H"], "coordinates": [[3.448, 0.212, -1.850], [1.991, -0.156, -1.602], [3.823, 0.925, -1.117], [4.097, -0.661, -1.835], [3.567, 0.717, -2.803], [1.697, -0.293, -0.558], [1.745, -1.061, -2.157], [1.260, 0.598, -1.922], [-2.300, -0.098, 0.227], [-2.521, 0.095, 2.866], [-3.072, 1.062, 1.390], [-2.517, -0.004, -0.831], [-1.207, 0.007, 0.259], [-2.612, -1.095, 0.526], [-2.871, -0.921, 2.786], [-3.083, 0.545, 3.691], [-1.443, 0.128, 2.931]], "forces_ev_per_angstrom": [[-0.1, 0.4, 0.3], [-0.6, 0.1, -0.1], [0.0, 0.0, 0.2], [0.1, -0.1, 0.0], [0.0, -0.1, -0.4], [0.5, -0.3, 0.1], [-0.1, -0.1, 0.1], [0.4, 0.1, -0.2], [0.5, -0.1, 0.0], [-1.1, 1.0, -0.5], [0.2, -0.6, 0.1], [-0.6, 0.6, -0.1], [-0.1, -0.2, 0.2], [0.1, -0.2, 0.0], [0.0, -0.5, -0.2], [0.6, 0.0, 0.2], [0.2, 0.1, 0.3]]}